This record from OMol25 describes a molecular structure, C31H40As2I2N5O2Ti. The level of theory is ωB97M-V/def2-TZVPD.

The geometry in XYZ format:
```
83
Properties=species:S:1:pos:R:3:forces:R:3
Ti -0.0136 -0.0061 -0.2323 1.469 -2.888 1.175
C -0.1916 0.4093 3.5838 -0.067 0.045 -0.058
As 1.0908 0.2610 2.1144 0.532 -0.262 1.011
C 2.2960 1.6887 2.7113 -0.130 0.002 -0.218
C 2.0947 -1.3277 2.6839 -0.059 0.076 -0.023
C 2.3492 -1.5690 4.0300 -0.045 0.082 -0.012
C 3.0609 -2.6902 4.4276 0.010 -0.022 0.020
C 3.5325 -3.5785 3.4732 -0.001 0.003 0.008
C 3.2825 -3.3474 2.1285 0.015 0.003 -0.101
C 2.5639 -2.2277 1.7226 -0.114 0.018 -0.001
As 2.1993 -1.8134 -0.1552 0.859 -0.190 0.352
C 3.1989 -3.2600 -1.0604 -0.343 0.074 0.049
C 3.6427 -0.4902 -0.3286 0.079 -0.004 -0.092
H -0.7546 -0.5168 3.6847 0.021 -0.017 -0.017
H -0.8878 1.2176 3.3618 0.028 0.028 0.002
H 0.3103 0.6365 4.5223 0.057 -0.028 -0.017
H 2.6759 1.4592 3.7047 -0.023 -0.040 0.011
H 1.7174 2.6124 2.7461 0.019 0.009 -0.005
H 3.1313 1.8227 2.0268 -0.003 -0.043 -0.010
H 1.9825 -0.8774 4.7795 0.035 -0.022 0.026
H 3.2456 -2.8709 5.4783 0.008 0.013 -0.004
H 4.0989 -4.4504 3.7731 -0.022 -0.009 0.005
H 3.6582 -4.0476 1.3934 0.010 -0.018 0.023
H 4.2510 -3.2193 -0.7856 -0.012 0.019 0.061
H 3.1124 -3.1115 -2.1371 0.003 0.019 0.007
H 2.7901 -4.2388 -0.8144 -0.021 0.003 -0.002
H 4.5356 -0.8513 0.1794 -0.028 -0.052 0.014
H 3.3325 0.4549 0.1114 0.003 0.016 0.001
H 3.8731 -0.3246 -1.3811 -0.035 0.009 -0.014
I -0.9397 4.8603 0.4082 -0.293 -0.177 0.117
C -2.1320 3.2304 0.9784 0.644 -0.152 -0.368
C -3.3383 3.3918 1.6632 -0.346 -0.147 0.185
C -4.0689 2.2949 2.0550 -0.374 0.378 0.168
I -5.9048 2.6231 3.0342 0.269 -0.048 -0.134
C -3.6028 0.9822 1.8228 0.320 -0.117 -0.160
C -4.2343 -0.2118 2.2276 0.152 -0.221 -0.039
C -3.6033 -1.4103 2.0018 -0.415 0.070 0.232
C -2.3574 -1.4450 1.3776 0.507 0.311 -0.223
N -1.7367 -0.3566 0.9390 -1.431 -0.114 0.784
C -2.3679 0.8388 1.1416 -0.318 0.176 0.275
C -1.6502 1.9696 0.6693 -0.069 0.586 0.192
O -0.5453 1.7412 -0.0089 -1.343 2.644 0.119
H -3.7020 4.3859 1.8833 0.018 0.008 -0.018
H -5.1954 -0.1773 2.7216 0.001 0.011 0.009
H -4.0649 -2.3365 2.3154 0.033 -0.006 0.008
H -1.8303 -2.3823 1.2451 -0.032 -0.046 -0.046
C -1.3094 -2.3333 -5.6240 -0.128 0.003 0.079
C -2.4104 -2.3648 -4.5650 0.141 0.060 -0.115
N -1.8964 -2.4950 -3.1992 -0.083 -0.050 -0.106
C -1.6368 -3.8399 -2.6946 0.184 -0.031 -0.021
C -0.1907 -4.3217 -2.8363 -0.119 0.056 0.003
C -1.5360 -1.4162 -2.4774 -0.089 -0.056 0.270
C -1.9232 -0.0487 -2.9779 0.162 -0.123 0.024
N -0.9106 -1.4859 -1.3331 -0.864 -0.836 -1.450
H -1.7447 -2.1134 -6.5990 0.039 -0.011 -0.008
H -0.7952 -3.2907 -5.6927 0.032 0.002 -0.005
H -0.5748 -1.5590 -5.3953 0.004 0.006 -0.030
H -3.0794 -3.2041 -4.7511 -0.051 0.014 0.053
H -3.0083 -1.4588 -4.6354 -0.035 -0.076 0.008
H -2.2909 -4.5179 -3.2400 -0.056 0.017 0.026
H -1.9477 -3.8853 -1.6466 -0.049 -0.009 -0.021
H 0.0939 -4.4018 -3.8837 0.016 -0.003 -0.013
H -0.0979 -5.3091 -2.3829 0.047 0.002 -0.009
H 0.5178 -3.6525 -2.3451 -0.013 0.014 0.024
H -2.9903 -0.0076 -3.1933 0.004 0.029 0.060
H -1.3834 0.2218 -3.8858 0.001 0.004 -0.020
H -1.6991 0.6877 -2.2083 -0.008 0.093 -0.032
H -0.7619 -2.4338 -1.0155 0.135 -0.102 -0.071
N 2.9642 3.5769 -5.5387 -0.036 -0.006 0.060
C 2.3203 2.3847 -5.5013 0.136 0.244 -0.351
O 2.0159 1.7685 -6.5034 -0.004 -0.050 0.120
C 1.9851 1.8487 -4.1466 -0.208 -0.263 0.573
C 1.7496 0.4797 -4.0334 0.162 0.194 -0.331
C 1.3771 -0.0570 -2.8275 0.126 0.150 0.251
N 1.1987 0.6766 -1.6971 1.155 1.029 -2.147
C 1.5009 1.9929 -1.8032 -0.011 -0.217 0.192
C 1.8672 2.6042 -2.9817 0.169 0.008 -0.404
H 3.2386 3.9369 -6.4373 -0.028 -0.014 -0.016
H 3.3140 4.0301 -4.7153 0.023 -0.026 0.000
H 1.8675 -0.1387 -4.9135 -0.048 -0.051 0.040
H 1.2178 -1.1233 -2.7360 -0.119 0.003 0.026
H 1.4293 2.5710 -0.8938 -0.176 0.024 0.002
H 2.0270 3.6743 -2.9805 0.018 -0.002 0.045
```
Positions in Å, forces in eV/Å.

LUMO energy (spin up / spin down) = -2.93 / -2.78 eV
total charge = +1
<S²> = 2.02
spin multiplicity = 3
HOMO energy (spin up / spin down) = -8.274 / -10.071 eV
molecular weight = 966.2 g mol⁻¹
orbital gap (spin up / spin down) = 5.342 / 7.288 eV
energy relative to the best compared isomer or geometry (same formula, charge and spin) = 132.19 kJ/mol

***

This record from OMol25 describes a molecular structure, C31H40As2InN3O2P2S. The level of theory is ωB97M-V/def2-TZVPD.

The geometry in XYZ format:
```
82
Properties=species:S:1:pos:R:3:forces:R:3
In -0.5065 -0.1872 0.5515 -0.157 0.156 -0.047
C -1.7444 3.0032 -1.3755 -0.007 -0.261 0.119
P -1.3043 1.2479 -1.5647 0.233 0.088 -0.202
C -0.3878 1.2407 -3.1590 -0.026 -0.075 0.380
C -2.8347 0.3276 -1.9033 0.010 -0.008 0.028
C -4.0141 1.0168 -2.1728 0.042 -0.041 -0.086
C -5.1968 0.3321 -2.3896 0.043 0.101 0.038
C -5.2206 -1.0491 -2.3128 -0.006 -0.074 0.033
C -4.0592 -1.7451 -2.0277 0.049 -0.014 -0.009
C -2.8589 -1.0738 -1.8276 0.155 0.045 0.008
P -1.3095 -1.9968 -1.5278 -0.404 -0.445 -0.247
C -0.9852 -2.5451 -3.2647 0.350 0.161 0.369
C -1.7709 -3.6172 -0.8019 0.093 0.243 0.048
H -2.4057 3.1243 -0.5201 -0.011 0.025 0.028
H -2.2161 3.3808 -2.2827 0.000 -0.031 -0.009
H -0.8265 3.5634 -1.2028 -0.011 0.009 -0.004
H -1.0632 1.5115 -3.9711 -0.051 0.003 0.046
H 0.0412 0.2578 -3.3484 -0.021 0.058 -0.012
H 0.4212 1.9692 -3.0997 0.027 -0.032 -0.012
H -4.0195 2.0941 -2.2110 -0.018 0.114 -0.005
H -6.0995 0.8806 -2.6056 -0.106 0.059 -0.027
H -6.1444 -1.5837 -2.4694 -0.086 -0.065 -0.017
H -4.0936 -2.8219 -1.9525 -0.019 -0.097 -0.023
H -1.8832 -3.0350 -3.6408 -0.046 0.034 0.072
H -0.1648 -3.2570 -3.2708 0.096 -0.065 -0.066
H -0.7401 -1.7115 -3.9166 0.009 0.037 -0.023
H -2.3436 -4.2178 -1.5083 0.006 0.002 0.031
H -2.3334 -3.4768 0.1179 -0.040 0.039 0.009
H -0.8406 -4.1435 -0.5735 -0.062 -0.028 -0.060
N -1.7985 1.6964 4.1055 0.017 -0.410 -0.038
C -1.5470 2.9116 3.5112 0.472 0.385 -0.685
C -1.9901 4.2006 3.7718 0.055 -0.035 0.093
C -1.5041 5.2032 2.9568 -0.074 -0.085 0.068
C -0.6039 4.9371 1.9184 0.105 -0.059 -0.151
C -0.1757 3.6564 1.6428 -0.053 -0.148 0.070
C -0.6704 2.6309 2.4431 -0.400 0.639 0.450
N -0.4348 1.2805 2.4087 -0.072 -0.937 -0.109
C -1.1324 0.7528 3.4042 0.187 0.617 -0.005
C -1.1706 -0.6726 3.6240 -0.477 -0.753 0.818
C -1.8216 -1.3785 4.6023 0.280 0.072 -0.346
S -1.6396 -3.0599 4.3504 0.245 0.382 -0.252
C -0.6994 -2.7195 2.9605 -0.086 -0.179 0.350
N -0.5293 -1.4608 2.7109 0.118 0.176 -0.462
H -2.3936 1.5462 4.9034 -0.001 -0.064 0.000
H -2.6719 4.4049 4.5808 -0.096 0.103 0.096
H -1.8190 6.2211 3.1202 -0.046 0.095 0.066
H -0.2358 5.7562 1.3207 0.019 0.105 -0.042
H 0.5267 3.4373 0.8498 0.022 0.080 -0.063
H -2.3647 -1.0071 5.4484 -0.166 0.085 0.163
H -0.2759 -3.4896 2.3439 0.018 -0.272 -0.094
C 2.3724 -0.4290 3.0537 0.114 -0.121 0.170
As 2.2079 -0.2286 1.1299 0.133 0.209 0.045
C 2.9840 1.5603 0.9684 0.000 -0.026 -0.016
C 3.6590 -1.3339 0.4292 -0.388 0.119 0.076
C 4.4591 -2.0709 1.2936 -0.060 0.013 0.191
C 5.5606 -2.7485 0.7984 -0.006 -0.043 0.003
C 5.8607 -2.6926 -0.5523 -0.007 0.006 0.004
C 5.0529 -1.9653 -1.4092 0.003 0.018 -0.173
C 3.9400 -1.2865 -0.9340 -0.197 0.108 0.015
As 2.7128 -0.3122 -2.1037 0.413 -0.093 -0.579
C 4.0335 0.7869 -3.0762 -0.132 0.006 0.070
C 2.5078 -1.7209 -3.4689 -0.062 0.088 0.063
H 3.3805 -0.1355 3.3546 -0.061 -0.044 -0.080
H 2.1832 -1.4543 3.3702 0.025 0.051 -0.069
H 1.6596 0.2285 3.5481 0.011 0.000 -0.127
H 4.0348 1.4882 1.2664 -0.180 -0.023 -0.047
H 2.4643 2.2353 1.6500 0.000 -0.046 -0.045
H 2.9275 1.9430 -0.0522 -0.052 -0.096 0.097
H 4.2430 -2.1228 2.3535 0.013 0.022 -0.038
H 6.1855 -3.3176 1.4681 0.060 -0.063 0.082
H 6.7191 -3.2190 -0.9390 0.101 -0.039 -0.031
H 5.2989 -1.9267 -2.4631 0.010 -0.035 -0.014
H 4.8774 0.1796 -3.3985 -0.030 -0.063 0.015
H 4.4087 1.5887 -2.4411 -0.056 -0.023 0.038
H 3.5715 1.2318 -3.9588 -0.053 -0.044 0.068
H 3.4686 -1.9807 -3.9095 0.027 0.045 0.024
H 1.8426 -1.3888 -4.2677 0.034 0.037 0.057
H 2.0869 -2.6129 -3.0070 -0.003 0.020 0.026
O -2.5651 -1.2009 1.0323 1.482 -0.820 -0.329
C -3.2222 -0.1464 1.1384 -2.022 0.229 0.467
O -2.7733 0.9806 0.9529 0.564 0.828 -0.173
H -4.2869 -0.2642 1.4284 0.207 0.048 -0.081
```
Positions in Å, forces in eV/Å.

LUMO energy = -5.62 eV
total charge = +2
HOMO energy = -13.580 eV
molecular weight = 845.4 g mol⁻¹
orbital gap = 7.958 eV
energy relative to the best compared isomer or geometry (same formula, charge and spin) = 70.97 kJ/mol

***

This record from OMol25 describes a molecular structure, C31H40AsAuN3SSe. The level of theory is ωB97M-V/def2-TZVPD.

The geometry in XYZ format:
```
78
Properties=species:S:1:pos:R:3:forces:R:3
Au 0.0000 0.0000 0.0000 -3.463 -2.055 1.854
C 3.6597 1.8400 4.5094 0.002 -0.134 -0.088
C 3.1953 3.2254 4.0094 0.058 0.025 0.528
C 1.8099 3.5434 4.6133 0.296 -0.120 -0.017
C 4.1879 4.2692 4.5685 0.040 0.053 -0.377
C 3.1007 3.2164 2.4725 -0.297 -0.238 -0.417
C 3.8484 4.0781 1.6571 0.082 0.178 -0.382
C 3.7509 4.0576 0.2562 -0.619 -0.636 0.351
C 2.8736 3.1411 -0.3382 1.232 0.264 0.533
S 2.5291 2.8686 -2.0029 0.488 0.587 -1.112
C 1.4172 1.6351 -1.5773 -0.490 -0.697 -4.699
N 1.2882 1.4165 -0.2887 2.914 -0.270 0.842
C 2.1102 2.2655 0.4275 2.620 -1.504 2.958
C 2.2291 2.3089 1.8328 0.327 0.017 -0.311
C 0.6505 0.8616 -2.5449 1.309 1.378 1.275
C 0.7055 1.0061 -3.9367 -0.387 -0.299 -1.157
C -0.0856 0.1972 -4.7585 0.436 0.368 0.512
C -0.9331 -0.7575 -4.1966 -0.169 -0.089 -0.223
C -0.9916 -0.9053 -2.8125 0.167 0.147 0.779
C -0.2028 -0.0987 -1.9934 -0.323 -1.153 -1.468
H 3.7687 1.8296 5.6003 -0.044 0.120 -0.164
H 4.6289 1.5682 4.0745 -0.136 0.091 0.047
H 2.9498 1.0465 4.2518 0.035 0.124 -0.039
H 1.8569 3.5901 5.7076 0.119 -0.026 -0.144
H 1.0619 2.7849 4.3578 1.155 0.157 0.200
H 1.4352 4.5092 4.2539 0.057 -0.149 0.011
H 4.2194 4.2366 5.6643 -0.136 -0.134 -0.237
H 3.9031 5.2890 4.2849 0.034 -0.137 0.005
H 5.2083 4.0871 4.2117 -0.142 0.024 0.016
H 4.5379 4.8005 2.0884 -0.186 -0.210 0.031
H 4.3431 4.7375 -0.3485 -0.102 -0.105 0.077
H 1.6212 1.6138 2.4043 0.114 0.055 0.096
H 1.3559 1.7407 -4.4034 -0.057 0.012 0.171
H -0.0399 0.3126 -5.8388 0.024 0.000 0.208
H -1.5474 -1.3855 -4.8371 0.088 0.089 0.150
H -1.6471 -1.6447 -2.3623 0.007 0.065 -0.131
C -1.1772 3.3946 3.7029 -0.080 0.088 0.185
C -2.1498 2.4496 3.0149 0.070 -0.201 0.907
As -1.3106 1.4548 1.5095 -2.705 1.470 0.000
C -1.2866 2.9079 0.1605 0.357 0.353 -0.285
C 0.0445 3.6495 0.1654 -0.727 1.438 -0.411
C -3.0167 0.6845 0.8611 -0.317 -0.225 -0.230
C -3.4758 -0.4547 1.7605 -0.266 -0.260 0.130
H -1.6768 3.8686 4.5735 0.362 -0.234 -0.416
H -0.8650 4.2007 3.0149 0.046 -0.354 0.398
H -0.2858 2.8363 4.0590 -1.499 0.642 -0.439
H -3.0343 3.0161 2.6555 0.487 -0.629 -0.224
H -2.4876 1.7040 3.7646 0.055 0.289 -0.577
H -2.1339 3.6046 0.3303 0.274 -0.608 0.040
H -1.4040 2.4444 -0.8418 -0.202 0.100 0.548
H 0.2379 4.1396 1.1358 -0.013 -0.103 -0.426
H 0.0381 4.4281 -0.6258 -0.032 -0.252 0.458
H 0.8715 2.9378 -0.0429 -3.614 3.315 0.171
H -2.8531 0.2863 -0.1625 -0.098 0.472 0.494
H -3.7980 1.4720 0.8161 0.596 -0.275 -0.011
H -2.7005 -1.2492 1.7921 -0.506 0.317 0.111
H -4.4165 -0.8883 1.3607 0.539 0.131 0.370
H -3.6658 -0.0895 2.7900 0.066 -0.361 -0.506
C 0.2108 -3.8126 -1.0728 -0.434 -0.349 0.213
N 1.2935 -2.9835 -1.6027 0.888 1.165 1.310
C 2.0114 -2.0111 -0.9757 0.240 -0.669 -1.107
Se 1.7888 -1.5120 0.6837 0.863 -0.226 3.972
N 2.9404 -1.4555 -1.7906 -0.514 -0.118 1.244
C 2.7977 -2.1003 -2.9607 1.641 0.583 -2.610
C 3.5096 -1.9152 -4.1432 -0.293 -0.820 -1.218
C 3.1670 -2.7250 -5.2428 -0.093 0.423 1.135
C 2.1348 -3.6858 -5.1322 -0.262 0.259 1.174
C 1.4349 -3.8468 -3.9211 0.629 0.120 -1.189
C 1.7994 -3.0282 -2.8507 -0.839 -1.575 -2.062
H -0.0065 -3.5676 -0.0137 0.369 0.022 -0.737
H 0.4977 -4.8834 -1.1349 -0.097 0.692 -0.024
H -0.7108 -3.6466 -1.6690 0.652 -0.045 0.283
H 3.6183 -0.6943 -1.5621 -1.137 -0.999 -0.057
H 4.2974 -1.1766 -4.2153 -0.030 -0.011 0.002
H 3.6973 -2.6112 -6.1792 -0.020 0.006 0.060
H 1.8810 -4.3021 -5.9848 0.001 0.024 0.062
H 0.6441 -4.5797 -3.8291 0.024 0.037 0.004
H -1.0794 -1.1846 0.2044 0.563 0.572 -0.419
```
Positions in Å, forces in eV/Å.

LUMO energy (spin up / spin down) = -3.37 / -5.84 eV
total charge = +1
<S²> = 2.03
spin multiplicity = 3
HOMO energy (spin up / spin down) = -7.586 / -10.582 eV
molecular weight = 837.6 g mol⁻¹
orbital gap (spin up / spin down) = 4.218 / 4.739 eV

***

F_max? In order: 0.0670 0.0406 0.0954 hartree/bohr.